{"formula": "C3H10NS", "method": "wB97M-V/def2-TZVPD", "lumo_ev": -3.85, "multiplicity": 1, "smiles": "[NH3+]CCCS", "total_charge": 1, "gap_ev": 8.82, "relative_energy_ev": 0.372, "symbols": ["H", "C", "S", "H", "H", "H", "C", "H", "H", "H", "H", "H", "H", "N", "C"], "positions_angstrom": [[2.32, -1.48, 0.80], [-1.57, 0.67, -0.45], [-1.32, 0.38, -2.23], [1.88, -0.24, 1.77], [-0.25, 1.16, 1.20], [0.41, -1.22, -0.61], [-0.18, 0.75, 0.20], [-2.20, -0.07, 0.03], [-0.04, -1.22, 1.09], [2.44, 0.10, 0.29], [-2.12, -0.67, -2.48], [-2.09, 1.61, -0.31], [0.45, 1.42, -0.39], [1.86, -0.57, 0.80], [0.41, -0.62, 0.29]], "mulliken_charge": [0.357, -0.765, -0.219, 0.366, 0.393, 0.398, -0.624, 0.426, 0.302, 0.347, 0.167, 0.336, 0.424, -0.341, -0.568]}

{"formula": "C7H10O3", "method": "wB97M-V/def2-TZVPD", "lumo_ev": 0.67, "multiplicity": 1, "smiles": "O=C1OC[C@H]2C=CC[C@@H]12.O", "total_charge": 0, "gap_ev": 10.50, "relative_energy_ev": 1.959, "symbols": ["H", "C", "C", "O", "H", "C", "H", "H", "C", "H", "H", "C", "H", "H", "H", "O", "C", "C", "O", "H"], "positions_angstrom": [[2.66, 0.26, -1.04], [1.49, 0.21, -2.91], [-0.86, 0.42, -2.82], [2.51, 2.14, -1.91], [-1.90, 0.31, -2.51], [0.19, -0.09, -2.18], [3.60, 0.54, -2.55], [1.37, 2.67, -0.75], [1.51, 2.64, -3.10], [-0.72, 0.81, -4.94], [-0.27, 2.51, -1.02], [1.08, 1.38, -3.83], [-0.93, 2.29, -3.98], [1.82, -0.67, -3.48], [1.60, 1.36, -4.80], [1.74, 3.69, -3.65], [-0.45, 1.29, -3.99], [2.64, 0.72, -2.04], [0.39, 3.20, -1.19], [0.15, -0.61, -1.22]], "mulliken_charge": [0.324, 0.173, -0.480, -0.634, 0.404, -0.645, 0.346, 0.468, 0.347, 0.348, 0.319, 0.052, 0.320, 0.417, 0.476, -0.537, -0.743, -0.626, -0.708, 0.379]}

{"formula": "C23H25N2OZr", "method": "wB97M-V/def2-TZVPD", "lumo_ev": -4.65, "multiplicity": 1, "total_charge": 1, "gap_ev": 7.72, "symbols": ["C", "H", "Zr", "C", "H", "H", "H", "H", "C", "C", "H", "C", "C", "H", "H", "H", "H", "N", "H", "C", "C", "C", "C", "H", "H", "C", "C", "H", "C", "C", "H", "H", "H", "C", "H", "H", "O", "H", "C", "C", "C", "N", "H", "C", "H", "H", "C", "H", "C", "C", "C", "H"], "positions_angstrom": [[2.96, 2.57, 1.29], [-1.71, 3.29, 0.54], [1.89, 0.38, 0.50], [0.73, 2.08, 1.73], [-3.08, -0.61, -1.22], [-0.21, 1.98, 2.28], [3.07, -0.81, 3.15], [-1.64, -0.64, -3.77], [-1.65, -3.63, -0.56], [-0.59, 0.56, -2.62], [0.97, 3.29, -2.23], [2.22, 2.81, 0.09], [2.06, 2.06, 2.28], [-0.43, 0.11, -0.53], [0.03, 4.40, -1.22], [2.59, 3.25, -0.84], [-2.13, -4.92, 1.09], [5.38, -0.04, -0.06], [-0.93, -1.10, 1.41], [0.83, 2.50, 0.37], [-2.33, -3.97, 0.61], [4.22, 0.10, 0.09], [-0.94, -1.95, -2.28], [-1.81, 1.51, 0.58], [-3.80, -3.34, 2.07], [-3.27, -3.08, 1.15], [0.01, 3.42, -1.73], [3.22, -2.42, 0.95], [2.27, -1.01, 2.44], [1.05, -1.93, 0.70], [0.49, -0.08, 3.44], [0.13, -2.00, -1.99], [-4.31, -1.20, 0.88], [-2.85, -1.53, -0.67], [1.14, 0.67, -1.40], [2.32, 1.76, 3.29], [-0.48, 1.39, -3.52], [-2.38, 2.38, -0.86], [-3.55, -1.88, 0.50], [0.01, 0.85, -1.24], [-0.22, 2.31, -0.69], [-1.28, -0.62, -2.82], [4.01, 2.80, 1.40], [0.91, -0.59, 2.57], [0.75, -2.61, -0.10], [-0.77, 3.44, -2.49], [-1.84, -2.37, -1.14], [-0.94, -4.32, -1.02], [-1.62, 2.37, -0.07], [0.16, -1.13, 1.50], [2.35, -1.86, 1.28], [-1.06, -2.67, -3.10]], "mulliken_charge": [-0.666, 0.414, 0.837, 0.036, 0.522, 0.610, 0.489, 0.324, -0.335, -0.416, 0.407, -0.568, -1.096, -0.477, 0.379, 0.458, 0.410, -0.552, 0.400, -1.016, -0.517, 0.029, -0.790, 0.290, 0.411, -0.578, -1.744, 0.553, -0.424, -0.142, 0.557, 0.062, 0.417, -0.310, 0.113, 0.620, -0.637, 0.426, -0.637, 0.766, 3.142, -0.069, 0.527, -1.202, 0.660, 0.476, 0.561, 0.415, -1.940, 0.465, -1.255, 0.594]}

{"formula": "CO4", "method": "wB97M-V/def2-TZVPD", "lumo_ev": [-1.35, -1.35], "multiplicity": 1, "total_charge": 0, "gap_ev": [9.05, 9.05], "relative_energy_ev": 3.569, "symbols": ["O", "O", "O", "C", "O"], "positions_angstrom": [[0.67, -1.31, 1.82], [-0.44, 1.32, -0.91], [-0.38, -0.06, -1.52], [-0.06, 0.21, -0.26], [0.21, -0.16, 0.88]], "mulliken_charge": [-0.346, -0.146, -0.176, 0.863, -0.195]}

{"formula": "C9H9N5PtS7", "method": "wB97M-V/def2-TZVPD", "lumo_ev": [0.20, -0.96], "multiplicity": 3, "total_charge": 0, "gap_ev": [7.17, 6.23], "symbols": ["H", "N", "N", "N", "C", "S", "H", "C", "N", "H", "H", "C", "S", "C", "H", "C", "C", "H", "S", "S", "N", "S", "S", "C", "H", "H", "C", "C", "S", "H", "Pt"], "positions_angstrom": [[2.27, -1.53, 0.84], [1.22, -1.44, -0.97], [1.67, 0.24, 3.77], [-0.97, 0.53, -0.84], [-3.06, 0.62, 0.22], [1.73, -3.78, -0.03], [-2.07, 0.53, -3.67], [0.67, -2.37, -1.85], [-1.41, 0.15, -3.08], [2.03, 0.51, 4.67], [0.47, -4.56, -1.97], [1.86, -2.06, -0.03], [3.33, 0.87, -1.56], [0.52, 0.72, 3.18], [-0.42, 0.34, -3.25], [-1.69, 0.67, 0.37], [-1.10, 0.84, 1.69], [-2.65, 2.04, 2.62], [3.67, 1.67, 0.23], [-0.61, 1.77, 3.97], [0.13, 0.28, 2.00], [-0.40, 3.69, -2.27], [-3.51, 0.21, -1.38], [0.83, -3.65, -1.52], [0.05, -2.08, -2.70], [2.30, -0.26, 3.19], [-1.81, 0.33, -1.79], [-1.66, 1.65, 2.61], [1.31, 2.79, -2.03], [-3.86, 0.66, 0.96], [1.16, 0.64, -1.39]], "lowdin_spin": [0.001, 0.008, 0.001, 0.000, 0.000, 0.001, 0.000, 0.001, 0.001, 0.000, 0.000, 0.004, 0.396, 0.000, 0.000, 0.001, 0.000, 0.000, 0.571, 0.000, 0.001, 0.547, 0.000, 0.000, 0.000, 0.002, 0.001, 0.000, 0.406, 0.000, 0.060]}

{"formula": "C32H24CeClIN6O4", "method": "wB97M-V/def2-TZVPD", "lumo_ev": [1.88, 1.87], "multiplicity": 2, "total_charge": -1, "gap_ev": [6.49, 6.49], "relative_energy_ev": 0.577, "symbols": ["H", "H", "C", "C", "C", "H", "C", "H", "H", "C", "O", "I", "C", "C", "C", "N", "C", "H", "H", "N", "H", "C", "C", "C", "C", "H", "H", "H", "O", "C", "C", "H", "C", "O", "O", "C", "C", "H", "C", "C", "C", "H", "H", "C", "H", "C", "C", "C", "C", "C", "N", "C", "N", "C", "H", "N", "H", "Ce", "H", "Cl", "N", "C", "C", "H", "H", "H", "H", "H", "C"], "positions_angstrom": [[-1.06, 0.01, 5.61], [-1.28, 5.13, 3.74], [2.95, -1.79, 1.10], [-3.46, 1.40, -3.27], [-2.47, 4.14, 2.25], [0.63, 1.36, -5.32], [-4.25, 2.66, -3.05], [-4.58, 0.79, 3.24], [-3.22, 0.21, 1.25], [0.83, 1.28, -3.19], [0.94, -0.86, 4.78], [1.70, 2.05, 0.91], [-2.93, 0.48, 4.60], [2.53, -0.80, -3.54], [4.19, -2.42, 0.97], [-1.50, -0.15, 2.32], [-1.60, 0.09, 4.68], [-3.48, 0.74, 5.49], [0.82, 4.02, 3.03], [2.24, -1.34, -0.07], [4.89, -3.00, 4.23], [2.38, -1.62, 2.38], [-0.11, 3.82, 2.51], [-2.16, -0.96, -3.80], [2.97, -0.78, -1.07], [3.24, -1.61, -3.63], [-1.69, -2.99, -3.31], [-2.61, 2.81, -1.26], [-5.00, 2.64, -1.83], [2.20, -0.30, -2.29], [-1.81, -0.25, -2.59], [-0.35, -2.10, -4.00], [-2.13, 1.84, -1.24], [4.18, -0.56, -1.14], [-0.91, -0.72, -1.82], [-0.12, 2.92, 1.45], [1.09, 0.86, -4.48], [-3.62, 3.54, -2.99], [3.12, -2.06, 3.49], [-1.29, 4.44, 2.91], [-0.92, -0.24, 3.51], [-3.41, 2.95, 0.74], [-1.70, -2.61, -5.06], [0.51, -0.76, 3.63], [4.61, -2.55, -0.01], [1.94, -0.22, -4.65], [-2.79, 0.19, 2.25], [-1.30, 2.61, 0.77], [-3.54, 0.51, 3.35], [4.36, -2.67, 3.34], [1.34, 0.70, -2.11], [-2.47, 3.23, 1.20], [-1.33, 1.60, -0.25], [-1.43, -2.24, -4.07], [0.16, 2.12, -3.01], [-3.08, -0.54, -4.63], [-4.50, 0.92, -5.07], [-0.03, -0.73, 0.26], [-4.92, 2.80, -3.91], [-1.74, -2.70, 0.35], [1.09, -1.04, 2.45], [-3.73, 0.62, -4.36], [4.90, -2.86, 2.08], [5.86, -3.35, 1.95], [2.17, -0.60, -5.65], [-3.40, 4.59, 2.56], [2.70, -1.92, 4.47], [-5.43, 1.78, -1.77], [-2.46, 0.97, -2.35]], "lowdin_spin": [0.000, 0.000, 0.000, 0.000, 0.000, 0.000, 0.000, 0.000, 0.000, 0.000, 0.000, -0.001, 0.001, 0.000, 0.000, -0.001, 0.000, 0.000, 0.000, -0.003, 0.000, 0.000, 0.000, 0.000, 0.000, 0.000, 0.000, 0.000, 0.000, 0.000, 0.000, 0.000, 0.002, 0.000, -0.003, 0.000, 0.000, 0.000, 0.000, 0.000, 0.001, 0.000, 0.000, 0.000, 0.000, 0.000, 0.001, 0.000, 0.000, 0.000, 0.000, 0.000, -0.001, 0.000, 0.000, 0.000, 0.000, 1.010, 0.000, -0.004, -0.002, 0.000, 0.000, 0.000, 0.000, 0.000, 0.000, 0.000, 0.000]}